[1]
{
  "formula": "C3H10N2S",
  "method": "the ωB97M-V functional and the def2-TZVPD basis",
  "homo_lumo_gap_ev": 9.9,
  "elements": ["N", "C", "C", "N", "C", "S", "H", "H", "H", "H", "H", "H", "H", "H", "H", "H"],
  "xyz": [[1.0008, -1.1475, -1.5143], [1.3912, -0.4229, -0.2513], [0.1247, 0.5692, 0.0920], [0.3036, 1.1149, 1.4332], [-1.1749, -0.3058, -0.0355], [-2.6241, 0.7912, 0.3669], [1.3144, -2.0457, -1.6680], [1.3786, -0.5862, -2.2427], [2.4375, 0.0655, -0.1343], [1.4738, -1.0006, 0.6666], [0.1024, 1.4128, -0.6709], [0.6606, 2.0368, 1.5448], [-0.6311, 1.2522, 1.8364], [-1.0337, -1.2279, 0.4977], [-1.3045, -0.5781, -1.0176], [-3.4195, 0.0720, 1.0970]],
  "lowdin_charge": [0.0103, -0.2058, -0.4500, -0.0036, -0.4715, 0.7174, 0.0306, 0.0566, 0.1202, 0.0838, 0.1356, 0.0563, 0.0224, 0.0826, 0.0091, -0.1938]
}

***

[2]
{
  "formula": "C3H10N2S",
  "method": "the ωB97M-V functional and the def2-TZVPD basis",
  "homo_lumo_gap_ev": 7.4,
  "elements": ["C", "S", "H", "H", "H", "C", "N", "C", "N", "H", "H", "H", "H", "H", "H", "H"],
  "xyz": [[2.1241, -1.1377, 0.8647], [1.4066, -0.8326, -0.7893], [2.8089, -0.3287, 1.1350], [1.3507, -1.1994, 1.6294], [2.6757, -2.0694, 0.8585], [-0.8773, 2.4880, 0.4517], [-1.6442, -0.9980, -0.2186], [-1.7715, 0.2666, 0.1132], [-0.7879, 1.1081, 0.0059], [0.0122, 2.7150, 1.0359], [-1.7860, 2.6469, 1.0289], [-0.9177, 3.1616, -0.4046], [-0.6789, -1.3486, -0.4575], [-2.4349, -1.6119, -0.1414], [-2.7229, 0.6190, 0.4999], [0.1361, 0.6589, -0.3471]],
  "lowdin_charge": [-0.5908, 0.3230, 0.0002, -0.0031, -0.0073, -0.0563, 0.1155, -0.2087, -0.0470, 0.0895, 0.0806, 0.0855, -0.0122, 0.1083, 0.1450, -0.0222]
}

***

[3]
{
  "formula": "C3H10N2S2",
  "method": "the ωB97M-V functional and the def2-TZVPD basis",
  "homo_lumo_gap_ev": 9.1,
  "elements": ["N", "C", "C", "N", "C", "S", "S", "H", "H", "H", "H", "H", "H", "H", "H", "H", "H"],
  "xyz": [[-0.9081, 1.5983, 1.4057], [-0.0175, 1.5046, 0.2255], [0.3697, 0.0257, 0.1322], [-0.8251, -0.8760, 0.2757], [1.0591, -0.4304, -1.1218], [1.6837, -2.1426, -1.0100], [-0.0843, -3.2318, -1.4202], [-1.5068, 2.3444, 1.1490], [-0.4238, 1.9473, 2.2159], [0.8308, 2.2738, 0.4212], [-0.6301, 1.7754, -0.7620], [1.0044, -0.1615, 0.9631], [-1.5011, -0.4091, -0.2497], [-1.1259, -0.8769, 1.2165], [1.9676, 0.3655, -1.2851], [0.4237, -0.2106, -2.0892], [-0.3163, -3.4962, -0.0667]],
  "lowdin_charge": [-0.0202, -0.2441, -0.5204, -0.0024, -0.5904, 0.4214, 0.2800, 0.0453, 0.0652, 0.1326, 0.1510, 0.1125, 0.0432, 0.0528, 0.1270, 0.1103, -0.1638]
}

***

[4]
{
  "formula": "C3H10N3",
  "method": "the ωB97M-V functional and the def2-TZVPD basis",
  "s_squared": 0.7529,
  "spin_multiplicity": 2,
  "homo_lumo_gap_ev": [5.3, 9.1],
  "elements": ["C", "C", "N", "H", "H", "H", "H", "H", "N", "C", "N", "H", "H", "H", "H", "H"],
  "xyz": [[-1.5303, 1.0313, -0.8048], [-2.2336, 0.3844, 0.1315], [-2.3469, 0.7907, 1.4469], [-0.7845, 1.7579, -0.5070], [-1.6865, 0.8401, -1.8525], [-2.7646, -0.5302, -0.1051], [-1.6707, 1.4519, 1.7941], [-2.6750, 0.1350, 2.1331], [1.6882, -1.8415, 0.1067], [1.5619, -0.4913, -0.1156], [2.5421, 0.2299, -0.7776], [2.5110, -2.3598, -0.1571], [0.9448, -2.3672, 0.5055], [0.6845, 0.0169, 0.2382], [2.3542, 1.1741, -1.0343], [3.4056, -0.2223, -1.0019]],
  "lowdin_charge": [-0.0551, -0.3159, 0.0356, 0.0424, 0.0395, 0.1012, 0.0837, 0.0748, 0.0174, -0.3510, 0.0211, 0.0694, 0.0621, 0.0480, 0.0640, 0.0629]
}

***

[5]
{
  "formula": "C3H10N3",
  "method": "the ωB97M-V functional and the def2-TZVPD basis",
  "charge": 1,
  "homo_lumo_gap_ev": 10.6,
  "elements": ["C", "C", "C", "N", "N", "N", "H", "H", "H", "H", "H", "H", "H", "H", "H", "H"],
  "xyz": [[1.9574, 0.0155, -0.1208], [-1.1004, -1.4121, -0.0153], [-0.5084, 1.9403, 0.1348], [0.9878, 0.2976, 0.4475], [2.8343, -0.5450, -0.8095], [0.0777, 1.0039, 1.0468], [-0.9112, -0.7767, -0.9086], [-0.0579, -1.7929, 0.3429], [-1.6024, -0.9832, 0.7720], [-1.6274, -2.3037, -0.4715], [-0.6969, 1.5298, -0.8409], [-1.4072, 2.4312, 0.6111], [0.3146, 2.7590, 0.0516], [3.7833, -0.0470, -0.6190], [2.7739, -1.4550, -1.2988], [-0.5781, 0.4289, 1.7629]],
  "lowdin_charge": [-0.1237, -0.0460, -0.0739, 0.0692, 0.1987, -0.0724, 0.0313, 0.0594, -0.0239, 0.0630, 0.0715, 0.1193, 0.1284, 0.2031, 0.1720, 0.2241]
}

***

[6]
{
  "formula": "C3H10N3",
  "method": "the ωB97M-V functional and the def2-TZVPD basis",
  "charge": 1,
  "homo_lumo_gap_ev": [8.2, 8.2],
  "elements": ["C", "C", "C", "N", "N", "N", "H", "H", "H", "H", "H", "H", "H", "H", "H", "H"],
  "xyz": [[1.4404, 0.1602, -0.2799], [-0.2962, -1.2079, 0.7482], [-1.4178, 0.5926, -0.4791], [0.8298, -1.0887, -0.2241], [1.3736, 0.8517, 0.7804], [-1.1326, -0.0998, 0.6770], [2.2633, 0.2678, -1.0139], [0.4250, 0.9417, -1.0951], [-0.8130, -2.1881, 0.4284], [0.1085, -1.2649, 1.7386], [-2.0845, 1.4732, -0.2551], [-0.5688, 1.3073, -1.0660], [-1.6991, -0.1188, -1.2583], [1.1739, -1.7648, -0.8943], [1.7724, 1.7397, 0.7124], [-1.3750, 0.3987, 1.4805]],
  "lowdin_charge": [-0.3874, -0.1745, -0.0608, 0.0280, 0.1636, -0.0272, 0.1749, 0.2390, 0.1709, 0.1298, 0.1553, 0.1133, 0.1280, 0.1471, 0.0662, 0.1338]
}

***

[7]
{
  "formula": "C3H10N3",
  "method": "the ωB97M-V functional and the def2-TZVPD basis",
  "charge": 1,
  "homo_lumo_gap_ev": 9.5,
  "elements": ["C", "C", "C", "N", "N", "N", "H", "H", "H", "H", "H", "H", "H", "H", "H", "H"],
  "xyz": [[-0.4540, -1.4276, 1.5068], [0.9047, -0.9347, 1.0690], [-0.5369, 0.7246, -1.9993], [0.2127, -0.2150, 1.8741], [0.0519, 0.9814, 2.2658], [0.5451, 0.3141, -1.0286], [-1.3200, -1.4802, 0.7913], [-0.6315, -2.1650, 2.2029], [1.8341, -1.0945, 0.6113], [-0.2872, 0.5318, -3.0572], [-1.5227, 0.1759, -1.7934], [-0.6300, 1.7874, -1.7732], [0.6828, 1.6845, 1.8768], [-0.8292, 1.3403, 2.5546], [1.1915, 1.1393, -0.9872], [0.8794, -0.5346, -1.3518]],
  "lowdin_charge": [0.0286, 0.1079, -0.1275, -0.1415, 0.1817, -0.0632, 0.1344, 0.0832, 0.1279, 0.0789, 0.0922, 0.0693, 0.1520, 0.1378, 0.1072, 0.0311]
}

***

[8]
{
  "formula": "C3H10N3",
  "method": "the ωB97M-V functional and the def2-TZVPD basis",
  "charge": 1,
  "homo_lumo_gap_ev": 9.6,
  "elements": ["N", "C", "N", "N", "H", "H", "H", "H", "H", "H", "C", "C", "H", "H", "H", "H"],
  "xyz": [[0.4064, 0.4675, 0.6100], [1.4499, 1.1428, 0.0543], [2.6920, 0.5415, 0.1360], [1.3102, 2.3242, -0.6200], [-0.5138, 0.7762, 0.4109], [0.4872, -0.5331, 0.7458], [3.4304, 0.8395, -0.5131], [2.8421, -0.3951, 0.5436], [2.2040, 2.7492, -0.8609], [0.3726, 2.5907, -0.9210], [-1.7636, -1.6149, 0.2189], [-3.1118, -1.9426, -0.0445], [-1.4527, -1.1562, 1.1650], [-0.9918, -1.6865, -0.5342], [-3.9115, -2.0065, 0.6787], [-3.4494, -2.0966, -1.0696]],
  "lowdin_charge": [0.1886, -0.3854, 0.1736, 0.2011, 0.1003, 0.1001, 0.1355, 0.1441, 0.1372, 0.1445, -0.0888, -0.0056, 0.0288, 0.0288, 0.0475, 0.0498]
}

***

[9]
{
  "formula": "C3H10N3S",
  "method": "the ωB97M-V functional and the def2-TZVPD basis",
  "charge": -1,
  "homo_lumo_gap_ev": 6.7,
  "elements": ["N", "C", "N", "H", "H", "H", "H", "C", "C", "S", "N", "H", "H", "H", "H", "H", "H"],
  "xyz": [[-0.2693, -2.2024, 1.1920], [-1.4012, -2.1466, 1.9311], [-2.0508, -1.0611, 2.1470], [0.0452, -3.1381, 0.9968], [-0.1290, -1.5171, 0.3955], [-1.6850, -3.1158, 2.3537], [-2.8762, -1.2923, 2.6920], [0.9966, 2.0241, -1.3989], [1.4831, 0.5798, -1.4133], [0.1798, -0.6417, -1.5324], [0.0658, 2.2489, -0.2887], [0.5331, 2.2172, -2.3773], [1.8488, 2.7000, -1.2555], [2.1231, 0.4332, -0.5264], [2.1823, 0.4578, -2.2485], [-0.5098, 1.4083, -0.2304], [-0.5365, 3.0458, -0.4368]],
  "lowdin_charge": [0.0285, -0.4443, 0.0246, 0.0615, -0.0761, 0.0937, -0.0026, -0.4227, -0.7677, 0.2790, -0.0498, 0.0823, 0.0836, 0.0468, 0.0272, -0.0017, 0.0377]
}

***

[10]
{
  "formula": "C3H10N3S",
  "method": "the ωB97M-V functional and the def2-TZVPD basis",
  "charge": 1,
  "homo_lumo_gap_ev": 9.9,
  "elements": ["C", "C", "C", "N", "N", "N", "S", "H", "H", "H", "H", "H", "H", "H", "H", "H", "H"],
  "xyz": [[-0.7033, 1.2845, -0.3478], [-1.6123, 0.0711, -0.1207], [0.5854, 1.1649, 0.4374], [0.1632, 0.0408, 1.7807], [0.2326, -2.0798, -0.0935], [1.6073, 0.4284, -0.2336], [-0.9095, -0.8760, 1.2890], [-0.4549, 1.3495, -1.4088], [-1.2158, 2.1983, -0.0560], [-2.6120, 0.3596, 0.2016], [-1.7080, -0.5730, -0.9891], [0.8845, 2.0472, 0.9986], [-0.2659, -2.6625, -0.7597], [0.8658, -2.6508, 0.4610], [1.9740, 0.9701, -1.0112], [0.7831, -1.3327, -0.5481], [2.3859, 0.2602, 0.4003]],
  "lowdin_charge": [-0.1781, -0.3144, -0.2940, -0.3063, -0.0082, 0.0238, 1.0590, 0.1287, 0.1242, 0.0925, 0.0852, 0.1335, 0.0933, 0.0912, 0.1141, 0.0453, 0.1101]
}

***

[11]
{
  "formula": "C3H10N4",
  "method": "the ωB97M-V functional and the def2-TZVPD basis",
  "homo_lumo_gap_ev": [7.2, 7.2],
  "elements": ["C", "C", "N", "C", "N", "N", "N", "H", "H", "H", "H", "H", "H", "H", "H", "H", "H"],
  "xyz": [[-1.2625, -0.0939, -0.4992], [-2.4330, 0.6941, 0.0227], [-0.4956, -0.4098, 1.4517], [1.3610, -0.1144, -0.0499], [2.3101, -0.8588, 0.6668], [1.8739, 0.5707, -1.1661], [0.1745, 0.1658, 0.3921], [0.1270, -1.0730, 1.9333], [1.1844, 0.8526, -1.8516], [3.1399, -0.3264, 0.8946], [1.9442, -1.3239, 1.4911], [2.5970, 0.0572, -1.6639], [-0.8813, 0.3242, -1.4343], [-1.4649, -1.1532, -0.6217], [-2.9160, 0.1800, 0.8534], [-2.1054, 1.6722, 0.3674], [-3.1535, 0.8364, -0.7863]],
  "lowdin_charge": [-0.1409, -0.1234, -0.0711, -0.4672, 0.1248, 0.1078, -0.1234, -0.0171, 0.0729, 0.0920, 0.0668, 0.0863, 0.0726, 0.1042, 0.0663, 0.0756, 0.0738]
}

***

[12]
{
  "formula": "C3H10N4",
  "method": "the ωB97M-V functional and the def2-TZVPD basis",
  "charge": 2,
  "homo_lumo_gap_ev": [8.8, 8.8],
  "elements": ["C", "C", "C", "N", "N", "N", "N", "H", "H", "H", "H", "H", "H", "H", "H", "H", "H"],
  "xyz": [[6.7032, -3.2426, -4.7881], [-8.8635, 3.8785, 5.0908], [-9.5635, 3.4757, 3.9636], [-8.3273, 4.2404, 6.0394], [6.0117, -2.7896, -5.6122], [6.6346, -2.1544, -1.3838], [6.1636, -2.5570, -2.7084], [7.1317, -2.9183, -0.9381], [-9.3711, 2.4175, 3.7581], [-10.6384, 3.6150, 4.1213], [-9.2540, 4.0682, 3.0963], [-7.7798, 4.5195, 6.8327], [5.2623, -2.1641, -5.8543], [7.2423, -1.3448, -1.4751], [7.5096, -3.9071, -4.5752], [5.5538, -3.3587, -2.5453], [5.5849, -1.7782, -3.0218]],
  "lowdin_charge": [0.1300, -0.0194, 0.0314, 0.4064, 0.2662, 0.0088, -0.0565, 0.0891, 0.1366, 0.1392, 0.1372, 0.1685, 0.1414, 0.0904, 0.1225, 0.1079, 0.1002]
}

***

[13]
{
  "formula": "C3H10N4",
  "method": "the ωB97M-V functional and the def2-TZVPD basis",
  "charge": 2,
  "homo_lumo_gap_ev": 9.3,
  "elements": ["C", "C", "C", "N", "N", "N", "N", "H", "H", "H", "H", "H", "H", "H", "H", "H", "H"],
  "xyz": [[0.1550, 1.4336, 0.6510], [-2.2163, 2.0103, 1.2108], [1.8015, -2.9271, -1.1699], [0.9441, 0.5150, 0.2636], [-1.1506, 1.0734, 0.7924], [-1.4687, -0.0729, 0.4211], [1.8639, -1.8384, -1.8642], [0.4387, 2.4565, 0.7026], [-1.8922, 2.9679, 0.7768], [-3.1669, 1.5929, 0.7049], [-2.1460, 2.1140, 2.3116], [1.6350, -3.8642, -1.6278], [1.9814, -2.8214, -0.1021], [1.9836, 0.7673, 0.0842], [1.5485, -1.8774, -2.8040], [-2.4458, -0.3564, 0.6537], [2.0136, -0.8994, -1.4963]],
  "lowdin_charge": [-0.1663, 0.0739, 0.2178, 0.1611, -0.1739, 0.3006, 0.2146, 0.1482, 0.1190, 0.1527, 0.1377, 0.1229, 0.1322, 0.1403, 0.1441, 0.1547, 0.1203]
}

***

[14]
{
  "formula": "C3H10N4O",
  "method": "the ωB97M-V functional and the def2-TZVPD basis",
  "homo_lumo_gap_ev": [9.4, 9.4],
  "elements": ["C", "N", "N", "N", "H", "H", "H", "H", "H", "C", "C", "N", "O", "H", "H", "H", "H", "H"],
  "xyz": [[-0.3788, -2.0067, -0.1021], [-0.7738, -0.6163, -0.3128], [-1.7802, -0.3015, 0.4639], [-2.5346, 0.5948, -0.1248], [-1.1632, -2.6961, -0.4262], [0.5113, -2.2036, -0.7049], [-0.1316, -2.2083, 0.9461], [-2.2044, 0.9529, -1.0173], [-3.4235, 0.7865, 0.3201], [1.3693, 1.3472, -0.8905], [0.7908, 0.9036, 0.4333], [1.6608, 0.1063, 1.1639], [0.0155, 1.6723, 1.0870], [1.9387, 0.5427, -1.3649], [0.5551, 1.6397, -1.5553], [2.0228, 2.2075, -0.7326], [1.3704, -0.0778, 2.1149], [2.1555, -0.6432, 0.7022]],
  "lowdin_charge": [-0.1426, -0.1261, -0.0519, 0.0591, 0.0667, 0.0633, 0.0657, 0.1127, 0.1095, -0.0342, -0.6133, 0.1333, -0.0636, 0.0718, 0.0701, 0.0878, 0.1046, 0.0870]
}

***

[15]
{
  "formula": "C3H10N4O2",
  "method": "the ωB97M-V functional and the def2-TZVPD basis",
  "homo_lumo_gap_ev": 7.1,
  "elements": ["C", "C", "N", "O", "H", "H", "H", "H", "H", "C", "N", "N", "O", "N", "H", "H", "H", "H", "H"],
  "xyz": [[-0.8984, 0.9109, -1.3412], [0.4325, 0.6348, -0.6276], [0.9568, -0.7352, -1.1837], [1.3197, 1.5427, -0.6648], [1.9465, -0.8244, -0.9757], [0.7905, -0.9253, -2.1731], [-1.3442, 1.8069, -0.9121], [-1.6105, 0.0849, -1.2882], [-0.6731, 1.1160, -2.3900], [0.1277, -0.0218, 0.8983], [1.2533, 0.2984, 1.7023], [-1.0959, 0.3352, 1.5776], [-1.0896, -1.8813, 0.2875], [0.1644, -1.4328, 0.5155], [-0.9816, -2.8320, 0.1374], [1.9785, 0.7555, 1.1576], [1.5767, -0.4393, 2.3095], [-0.9527, 1.2409, 2.0039], [-1.9008, 0.3658, 0.9668]],
  "lowdin_charge": [-0.0299, -0.6776, 0.1536, -0.0831, 0.1087, 0.1090, 0.0835, 0.0655, 0.0833, -0.5725, 0.1069, 0.1000, 0.0114, 0.1089, 0.1280, 0.0726, 0.0821, 0.0886, 0.0610]
}

***

Energy above the lowest of the compared OMol25 structures with the same formula, charge and spin / kcal/mol: 26.7, 16.7, 29.3, 19.3, 114.7, 135.8, 139.6, 40.8, 19.8, 57.4, 88.7, 58.7, 93.1, 81.3, 130.2